Density functional theory data (ωB97M-V with the def2-TZVPD basis set) for a structure of composition C34H29N8NaO3PS.

Properties
- energy above the lowest of the compared OMol25 structures with the same formula, charge and spin (kcal per mole) = 11.9
- strongest force on any atom (hartree/bohr) = 0.0180
- net charge = -1
- M (g/mol) = 683.69
- E_tot (eV) = -78339.7047

Last column: Mulliken charge in e.
Atoms and positions in Å:
H (1.44376, 5.86158, -1.03652)  0.350
C (1.10555, -1.38736, -4.53894)  -0.606
C (-2.83220, 0.98069, -2.79523)  -0.314
H (-1.10792, -3.31011, -0.16896)  0.468
C (1.29355, -1.11351, 3.58631)  -0.805
C (3.79641, -2.81129, 0.32510)  -0.717
H (-0.16556, 0.02799, 2.48462)  -0.190
C (2.20015, -0.79400, -5.13979)  -0.608
C (3.57118, -0.13037, 0.96589)  -0.357
H (0.49958, 4.46418, -2.86320)  0.410
C (1.47171, 4.78093, -0.97094)  -0.585
N (-4.73051, 1.53954, 1.46209)  -0.593
H (0.45134, -2.05192, -5.08834)  0.506
C (1.83844, -2.37996, 3.74854)  -0.299
C (-0.24100, 2.86311, 2.64641)  0.192
O (-1.35946, -2.10502, -3.29780)  -0.815
C (0.93934, 3.99855, -1.98900)  -0.715
C (-4.00468, 0.78466, 0.65855)  -0.473
C (0.94975, 2.61973, -1.88349)  -0.610
H (-4.36205, 3.31999, -0.22186)  0.462
H (-5.64717, 2.75899, 3.36301)  0.258
H (1.64074, -0.26266, 4.15717)  0.509
Na (-1.66154, -0.91218, -0.52137)  0.936
C (-0.36967, -1.88801, -2.59422)  -0.068
C (4.71885, -2.23730, 1.19099)  -0.592
C (3.01518, 0.05202, -4.39414)  -0.740
C (2.65362, -0.68700, 0.07990)  0.563
C (2.00124, 2.77444, 0.25013)  -0.553
H (0.56506, -4.59911, 0.51858)  0.269
H (3.86779, -3.86242, 0.07067)  0.429
C (4.59824, -0.89523, 1.50924)  -0.758
C (-3.00880, 2.30703, -3.15484)  -0.656
H (2.63892, -2.55282, 4.45779)  0.398
H (-3.71797, 4.21887, -2.47382)  0.408
C (-3.69344, 1.35567, -0.70261)  0.884
O (-1.39376, -3.94155, 0.52089)  -0.587
N (-0.19525, -1.94934, 1.90689)  0.599
N (-3.16500, 0.51301, -1.59146)  -0.378
C (-3.93480, 2.69074, -0.98796)  -0.244
H (3.87816, 0.52101, -4.85170)  0.405
C (1.34296, -3.41900, 2.98650)  -0.983
H (-2.40680, 0.25342, -3.48026)  0.595
H (-2.69621, 2.64693, -4.13324)  0.436
H (-3.29544, -2.28710, 3.49284)  0.268
H (2.35226, 4.74858, 0.98538)  0.350
N (-5.56330, 1.78321, 3.58849)  -0.422
H (-2.64535, -2.52821, 1.91418)  0.238
O (-0.23409, -2.18749, -1.35759)  -0.493
H (-5.44719, 1.53377, 4.55491)  0.259
C (2.77701, -2.04876, -0.21959)  -0.396
H (2.42388, -0.98763, -6.18208)  0.381
S (-1.22452, 2.11191, 1.50703)  0.008
H (2.32662, 2.35385, 1.18839)  0.423
C (-0.22289, -4.28339, 1.21534)  -1.010
N (-3.52481, -0.42433, 0.92639)  -0.342
H (0.50034, 2.03547, -2.67852)  0.325
H (-0.45072, -5.14002, 1.85470)  0.473
N (-3.32802, -2.07622, 2.51073)  -0.359
N (-4.39397, -0.13520, 3.12079)  -0.679
P (1.18499, 0.15671, -0.67522)  1.985
H (2.05138, -2.50928, -0.88003)  0.113
C (0.28334, -0.94621, 2.65735)  -0.118
H (3.34283, 0.98783, -2.50227)  0.410
H (5.30185, -0.42866, 2.18834)  0.417
N (0.44832, 3.35798, 3.44385)  -0.825
C (-3.75297, -0.84096, 2.18574)  0.448
C (1.61050, -0.27598, -2.44801)  -0.209
H (5.51728, -2.83258, 1.61718)  0.356
C (-3.57205, 3.17378, -2.23210)  -0.462
C (0.81965, -1.15571, -3.19318)  0.614
C (1.50819, 1.97421, -0.77425)  0.600
H (1.74134, -4.42298, 3.07928)  0.426
C (1.99077, 4.16116, 0.15125)  -0.843
C (-4.86296, 1.03157, 2.69773)  0.553
C (2.71592, 0.30899, -3.06875)  -0.199
C (0.32269, -3.15874, 2.07461)  0.719
H (3.51139, 0.90749, 1.24750)  0.159

Forces on atoms 1 to 2 (eV/Å):
H 0.0 0.0 0.0
C 0.1 0.0 0.0

Density functional theory data (ωB97M-V with the def2-TZVPD basis set) for a structure of composition C34H30AsBrCrF2N3O2 at a distorted geometry.

Properties
- strongest force on any atom (hartree/bohr) = 0.0201
- net charge = +2
- expectation value of S² = 0.778
- M (g/mol) = 757.45
- spin multiplicity = 2
- E_tot (eV) = -209031.3748

Last column: Mulliken charge in e.
Atoms and positions in Å:
H (0.19807, -3.34303, -2.72903)  0.239
H (0.80136, 3.55806, 2.13724)  0.440
H (1.91792, 4.86260, -2.75245)  0.481
H (-3.86316, -4.13046, 1.24350)  0.508
C (0.06240, -5.80454, -0.77013)  0.713
H (-1.12536, 3.30130, -1.39560)  0.565
H (0.02815, -7.61578, 0.38935)  0.492
C (-3.61950, -2.01044, 1.04924)  -0.780
C (1.45809, 3.59304, 1.26941)  -1.348
N (-1.43359, -1.16241, 1.48491)  0.323
C (2.60701, 2.16096, -1.02265)  -1.236
H (-3.32370, -6.89511, -2.20452)  0.445
C (-3.37677, 3.21835, 1.12977)  -0.107
C (-2.73011, -0.94618, 1.16134)  0.685
C (2.59901, -1.04571, 0.55717)  0.250
H (1.47587, 4.60717, 0.87171)  0.441
C (-3.01896, 0.48198, 1.00782)  -0.204
C (-2.09037, 2.70538, 1.09860)  -0.191
H (-2.36422, -4.75468, -2.96420)  0.461
H (3.32420, 0.95450, 2.44232)  0.332
C (1.62850, 6.83905, -1.98905)  -0.826
C (0.84589, 7.66847, -1.19837)  -0.452
H (2.46411, 3.31091, 1.57493)  0.424
C (3.95967, -1.26650, 0.63928)  -0.366
H (2.79427, -0.61652, 3.09623)  0.397
C (-1.03430, -2.40244, 1.80997)  -0.228
C (-1.88946, 1.33460, 1.02546)  0.453
Cr (-0.18578, 0.29138, 0.79022)  -0.574
H (-0.85214, 7.77854, 0.10780)  0.448
F (-5.36417, 0.25921, 0.94712)  -0.301
C (1.33361, 5.48785, -2.08576)  -0.331
C (-0.50411, 5.77999, -0.57212)  0.338
H (-5.49158, 2.83159, 1.05806)  0.527
C (3.66252, -3.30886, -0.62141)  -0.746
C (4.48916, -2.37490, -0.01409)  -0.472
H (2.95330, 3.16312, -1.27463)  0.482
C (0.26820, 4.93967, -1.37391)  -0.123
H (2.53343, 1.56764, -1.93255)  0.450
O (0.48324, -1.48607, -0.38824)  -0.322
H (-1.26598, 3.40505, 1.15754)  0.803
H (-1.35362, 5.38197, -0.02705)  0.330
H (-0.01176, -2.26451, -0.73223)  0.365
C (-0.22519, 7.13413, -0.49399)  -0.769
C (1.31530, -4.09507, -1.07537)  -0.073
H (1.06312, 8.72625, -1.14389)  0.413
C (2.47817, 0.28058, 2.56623)  -1.148
C (-2.37534, -6.56427, -1.80294)  -0.496
C (-1.71485, -7.37107, -0.86692)  -0.588
H (-0.00180, -2.51707, 2.12115)  0.546
H (4.07701, -4.23157, -1.00255)  0.566
H (-2.17160, -8.30309, -0.56335)  0.448
C (-0.61155, -5.00396, -1.70735)  0.505
Br (6.35855, -2.62897, -0.00968)  -0.128
H (0.28047, 3.08601, -2.44904)  0.689
C (1.80701, -1.86171, -0.22774)  0.207
C (-1.87351, -3.49317, 1.75740)  -0.787
C (-3.18347, -3.29403, 1.33477)  -0.504
F (-3.52929, 4.53278, 1.21772)  -0.296
C (-4.29245, 1.04684, 0.99530)  0.374
C (-0.05633, 3.48421, -1.49105)  -0.869
H (3.33175, 1.69706, -0.35629)  0.318
O (1.90721, -0.07194, 1.28492)  0.472
H (-1.50149, -4.47324, 2.02247)  0.498
H (1.69958, 0.78533, 3.13672)  0.330
C (-4.49498, 2.41165, 1.05113)  -0.791
N (1.25087, -5.19512, -0.39815)  -0.630
As (0.88294, 2.36965, -0.13859)  0.786
H (4.61044, -0.62704, 1.22000)  0.561
H (-4.63353, -1.83016, 0.73288)  0.549
C (-0.49452, -7.00478, -0.33374)  -0.760
N (0.18713, -3.86928, -1.86642)  -0.141
C (2.30015, -3.05833, -0.73115)  0.579
H (2.46106, 7.24992, -2.54423)  0.419
C (-1.84022, -5.36483, -2.23924)  -1.069

Forces on atoms 1 to 2 (eV/Å):
H 0.1 0.0 0.0
H 0.0 0.0 0.0

Density functional theory data (ωB97M-V with the def2-TZVPD basis set) for a structure of composition C34H30F5IrN2OSSi at a distorted geometry.

Properties
- energy above the lowest of the compared OMol25 structures with the same formula, charge and spin (kcal per mole) = 13.0
- strongest force on any atom (hartree/bohr) = 0.0280
- M (g/mol) = 829.99
- E_tot (eV) = -75911.0902

Last column: Mulliken charge in e.
Atoms and positions in Å:
C (-2.58574, 4.23031, 0.12972)  -0.773
H (2.89741, 1.37044, -5.18998)  0.417
C (-3.21817, -0.50318, -1.09325)  -1.254
C (-0.80278, -3.17776, -2.93033)  0.085
C (2.70432, 2.09269, -4.40508)  -0.666
H (-3.17510, 2.33842, -0.76139)  0.261
C (-1.54158, 2.25328, 1.33028)  -0.900
C (-4.38007, -0.98818, -0.57135)  -0.486
H (0.95330, -0.56000, 4.97619)  0.480
H (0.67609, 3.86283, 0.42726)  0.577
F (-0.81828, -4.37223, -2.33490)  -0.317
H (0.90526, 2.65096, 1.68255)  0.622
H (-3.61824, 4.56432, 0.24686)  0.437
C (2.20925, 3.93184, -2.39210)  0.153
H (6.81809, 4.10469, -0.10044)  0.391
C (-1.19172, -1.79767, -4.83287)  0.315
C (-1.08522, -1.09962, 4.53135)  -0.510
C (4.84201, 3.26396, -0.15522)  -0.311
Ir (-0.12723, 0.00938, -0.07813)  3.026
C (-0.77255, -0.68823, -4.12385)  -0.117
Si (2.23183, 2.04451, -0.27894)  -0.761
C (3.82550, 2.84081, 1.96960)  -0.374
H (-2.78676, 3.58910, -1.92948)  0.481
H (2.53683, 0.04172, 1.00045)  0.454
H (-2.37409, 1.59929, 1.12722)  0.300
H (-0.98492, 1.89687, -1.84707)  -0.278
C (-2.02964, -1.17575, 3.52209)  -1.092
F (-1.62441, -4.11913, -4.93098)  -0.320
C (-1.20873, -3.04996, -4.24269)  0.601
C (3.74117, 2.79606, 0.57086)  0.756
C (0.75415, 2.78406, 0.60685)  -1.049
H (2.60742, 0.60594, -2.86580)  0.232
F (-1.60344, -1.66121, -6.09500)  -0.313
H (2.02594, 4.66704, -1.61164)  0.394
N (-0.43954, -0.41478, 1.93076)  0.164
C (-1.06702, 2.65763, -1.08686)  0.080
F (0.05012, -2.18688, -0.94660)  -0.409
H (-2.79878, 3.69435, 2.24673)  0.514
C (-2.03290, 3.68879, 1.47015)  -0.829
C (2.36383, 4.36733, -3.70198)  -0.833
C (-2.61136, -0.81965, 1.08438)  -0.079
C (5.97761, 3.75110, 0.48517)  -0.710
C (0.18285, -0.65563, 4.22364)  -0.953
C (4.95378, 3.33032, 2.61598)  -0.678
H (2.75703, 3.78116, -5.73209)  0.377
H (2.29128, 5.42308, -3.93610)  0.406
H (1.44709, 0.00836, 2.62135)  0.072
C (2.54507, 1.66432, -3.09175)  -0.267
C (2.03763, 0.29679, 0.06042)  -1.163
O (0.02694, 0.23834, -2.08481)  -0.909
H (-1.21802, 4.32462, 1.82206)  0.236
S (-4.25769, -1.32976, 1.08193)  -0.321
C (-2.15951, -0.40374, -0.12087)  -0.330
C (-2.49386, 3.16840, -0.96632)  -0.924
H (-1.33568, -1.38832, 5.54557)  0.433
H (-1.07782, 1.92096, 2.25542)  0.394
C (-1.68812, -0.81742, 2.22566)  1.763
H (4.99155, 3.35657, 3.69909)  0.405
H (-2.00119, 5.09870, -0.18517)  0.313
H (-0.41872, 3.48140, -1.38915)  0.340
C (-0.36302, -0.78950, -2.79701)  -0.338
N (-0.53942, 2.10546, 0.23045)  0.283
H (-3.04133, -1.51099, 3.71555)  0.434
H (-5.31138, -1.18319, -1.08646)  0.496
C (2.61980, 3.44463, -4.71044)  -0.519
F (-0.79859, 0.51424, -4.71228)  -0.361
C (-0.38097, -2.06172, -2.24469)  0.446
H (2.50327, -0.33050, -0.71313)  0.453
H (-3.12607, -0.21981, -2.13687)  0.430
H (2.99462, 2.48261, 2.57496)  0.094
H (4.81048, 3.24906, -1.24026)  0.284
H (6.92152, 4.15781, 2.37080)  0.362
C (0.46397, -0.32908, 2.91078)  0.224
C (6.03560, 3.78384, 1.87109)  -0.485
C (2.30041, 2.57509, -2.06185)  0.636

Forces on atoms 1 to 2 (eV/Å):
C -0.1 -0.1 0.0
H 0.0 0.0 0.0